C39H45N5P2Pt | ωB97M-V/def2-TZVPD

## Properties
Multiplicity = 5
HOMO level (alpha / beta) = -0.39997 / -0.44427 hartree
Maximum force = 0.0654 hartree/bohr
⟨S²⟩ = 6.0667
Energy above the lowest of the compared OMol25 structures with the same formula, charge and spin = 0.954 eV
Net charge = +2
Orbital gap (alpha / beta) = 5.675 / 2.625 eV

CARTESIAN COORDINATES (ANGSTROEM)
Pt -1.69611 1.34499 1.81051
C -0.55083 0.96638 -3.36530
C -0.89575 2.18112 -2.91769
C -2.22486 2.60308 -2.33371
C -2.80279 1.65156 -1.25039
C -3.68686 0.56714 -1.77605
C -3.50030 -0.18893 -2.86999
C -2.91391 0.26541 -4.15850
C -1.38775 0.09017 -4.22282
C -2.21073 -0.48974 2.54212
H 0.50875 0.70142 -3.29385
H -0.11520 2.95195 -2.80363
H -2.98091 2.81358 -3.10653
H -2.02718 3.57537 -1.83559
H -1.95408 1.29083 -0.63466
H -3.40041 2.23661 -0.54193
H -4.43858 0.23858 -1.04380
H -3.81291 -1.24198 -2.84469
H -3.20996 1.29098 -4.38676
H -3.35151 -0.37762 -4.93537
H -1.12972 -0.97056 -4.09787
H -1.07275 0.36860 -5.23899
H -1.32182 -1.11139 2.46869
H -3.03285 -0.91925 1.98175
H -2.48680 -0.27176 3.56659
P -5.58845 1.83531 1.34276
P -3.87608 5.04471 -0.26895
N -6.79929 0.81334 0.52487
N -6.81256 2.22498 2.65397
N -4.76917 5.15563 -1.79577
N -4.04394 6.86618 -0.03541
C -6.01105 3.28445 0.29016
C -5.32072 4.58178 0.75436
C -6.86707 -0.55989 0.81579
C -8.00956 -1.09972 0.20612
C -8.68686 -0.01735 -0.46112
C -7.92846 1.13583 -0.23656
C -6.58176 1.90386 3.99538
C -7.66417 2.36282 4.75627
C -8.59719 2.97302 3.84289
C -8.06222 2.83919 2.55943
C -4.15166 5.00384 -3.05147
C -5.12102 4.96015 -4.04631
C -6.39065 5.10460 -3.40116
C -6.14533 5.25816 -2.03890
C -4.64327 7.85789 -0.82224
C -4.61357 9.07422 -0.14028
C -3.98133 8.83087 1.12362
C -3.66330 7.47473 1.16931
H -7.09267 3.48680 0.26499
H -5.73883 3.00338 -0.73887
H -6.06009 5.40150 0.78587
H -4.91730 4.47813 1.77621
H -6.09791 -1.01720 1.41346
H -8.32265 -2.13222 0.23528
H -9.60377 -0.06285 -1.02641
H -8.11809 2.13064 -0.59269
H -5.67837 1.38696 4.27222
H -7.77315 2.27237 5.81811
H -9.52184 3.44820 4.09081
H -8.47981 3.14327 1.62140
H -3.07330 4.97344 -3.13171
H -4.93890 4.85159 -5.11948
H -7.36989 5.10060 -3.88011
H -6.83931 5.43529 -1.23779
H -5.03568 7.63365 -1.80351
H -4.99411 10.01673 -0.50866
H -3.78221 9.56333 1.89239
H -3.19058 6.89049 1.94339
C 1.29901 -1.79500 -1.43423
C -0.03534 -1.62494 -1.01709
C -0.31136 -0.73611 0.02468
C 0.70851 0.01842 0.60334
C 2.05828 -0.23988 0.25123
C 2.33714 -1.12320 -0.77872
N 0.27763 1.10783 1.39386
C 1.23007 2.05675 1.81856
C 1.29341 2.54491 3.13897
C 2.35694 3.38226 3.49656
C 3.26082 3.85555 2.53691
C 3.20997 3.37693 1.22173
C 2.19825 2.48133 0.87152
H 1.51189 -2.47942 -2.26492
H -0.86713 -2.16237 -1.48864
H -1.34774 -0.58584 0.38217
H 2.86636 0.30382 0.71509
H 3.36304 -1.28839 -1.09147
H 0.52795 2.18556 3.82507
H 2.51759 3.67957 4.53919
H 4.01369 4.59653 2.80561
H 3.94071 3.68419 0.48125
H 2.21420 2.05067 -0.13636